Entry 1:
The ion C11H15NPS with charge +1, computed with ωB97M-V/def2-TZVPD.

Positions of all 29 atoms, in Å:
C: 0.351 -1.639 -1.689
C: 0.724 -0.657 -2.566
C: 0.266 -0.001 0.115
C: 0.203 -1.312 -0.300
C: 0.356 1.015 -0.815
C: 0.658 0.757 -2.144
C: -0.950 -2.132 1.613
C: -0.059 -2.365 0.648
C: 0.267 2.430 -0.191
C: -0.107 2.624 1.281
C: 0.315 -3.845 0.410
N: 0.750 2.956 2.186
P: -1.764 1.974 1.845
S: 0.933 1.851 -3.671
H: 0.424 -2.571 -1.983
H: 0.954 -0.760 -3.608
H: 0.090 0.276 1.248
H: -1.397 -2.871 2.209
H: -1.291 -1.158 1.672
H: 1.200 3.028 -0.309
H: -0.621 2.982 -0.742
H: -0.264 -4.495 1.165
H: -0.064 -4.060 -0.628
H: 1.311 -4.080 0.586
H: 0.468 2.955 3.208
H: 0.167 1.035 -4.382
H: 1.784 2.907 1.998
H: -2.424 2.056 0.522
H: -2.281 3.101 2.324

Calculated total energy (eV): -33252.092
Spin multiplicity: 3
LUMO level (alpha / beta) (eV): -3.94 / -7.40
Net charge: +1

Atom charges from the Löwdin analysis, given in e for atoms 1 to 5:
1 C 0.042
2 C -0.042
3 C 0.012
4 C -0.123
5 C -0.202

***

Entry 2:
A structure of composition C3H8NS, computed with ωB97M-V/def2-TZVPD.

Positions of all 13 atoms, in Å:
C: 0.400 -1.351 0.368
C: -0.412 -0.906 -0.807
C: 0.631 -0.033 -0.204
N: -0.319 1.271 0.748
S: 2.109 0.679 -0.832
H: -0.152 -1.487 1.345
H: 1.175 -1.949 0.276
H: -0.060 -1.298 -1.744
H: -1.424 -0.531 -0.610
H: 0.403 1.638 1.525
H: -1.212 1.114 1.268
H: -0.686 1.950 0.059
H: 1.545 1.752 -1.381

Calculated total energy (eV): -15556.783
LUMO level (eV): -4.01
Net charge: +1

Atom charges from the Löwdin analysis, given in e for atoms 1 to 5:
1 C -0.104
2 C -0.078
3 C -0.672
4 N 0.132
5 S 0.903

***

Entry 3:
A cluster of 2 separate species, ClH6N3P in total, computed with ωB97M-V/def2-TZVPD.

Positions of all 11 atoms, in Å:
N: -0.149 -1.435 0.393
N: -0.430 1.016 1.241
N: -0.709 0.558 -1.351
P: 0.093 0.102 0.005
Cl: 2.891 -0.043 -0.342
H: -0.796 -1.963 -0.335
H: 0.550 -2.154 0.790
H: -0.280 1.981 1.190
H: -0.174 0.563 2.165
H: -0.511 -0.062 -2.045
H: -0.486 1.436 -1.712

Calculated total energy (eV): -26371.560
LUMO level (eV): -6.60
Net charge: +1

Atom charges from the Löwdin analysis, given in e for atoms 1 to 5:
1 N -0.109
2 N -0.025
3 N 0.006
4 P 0.636
5 Cl -0.119

***

no.,largest force on an atom (eV/Å)
1,6.4
2,5.1
3,4.1